# 1
The following is a quantum chemistry calculation of C8H7NO3 as an isolated structure, from the Open Molecules 2025 dataset.

Output
- ΔE to the lowest compared entry with this formula, charge and spin (kcal/mol) = 35.90
- LUMO energy (eV) = 0.410
- highest occupied orbital energy (eV) = -8.994
- F_max (eV/Å) = 4.648

Each line ends with the Mulliken charge.
Geometry (Å):
C -1.10847 2.12772 -0.28005  0.533
C -0.23032 1.24645 0.12681  -0.499
C -0.94863 -1.28154 0.94553  0.189
C -1.66378 -0.72433 -0.87054  -0.381
C 1.22490 1.44636 0.63428  -0.581
C 1.88892 0.10411 0.13733  -0.549
C 0.96930 -0.76265 -0.72131  -0.912
C -0.41332 -0.38504 -0.23479  1.757
N -2.12447 -1.47288 0.21941  -0.117
O -0.59675 -1.78105 1.96334  -0.554
O -2.28941 -0.46603 -1.85436  -0.565
O -1.91406 2.98189 -0.30696  -0.441
H 1.71085 2.28593 0.05235  0.322
H 1.02828 1.57121 1.74840  0.300
H 2.83110 0.36331 -0.42529  0.358
H 2.14315 -0.56499 0.98761  0.235
H 1.03356 -0.56182 -1.82223  0.318
H 1.24319 -1.83356 -0.54505  0.311
H -2.78404 -2.29308 0.24552  0.276

---

# 2
The following is a quantum chemistry calculation of C2H3GaO2 as an isolated structure, from the Open Molecules 2025 dataset.

Output
- 2S+1 = 2
- ΔE to the lowest compared entry with this formula, charge and spin (kcal/mol) = 96.62
- LUMO energy (alpha / beta) (eV) = -19.328 / -20.977
- charge = +3
- highest occupied orbital energy (alpha / beta) (eV) = -28.335 / -29.678
- F_max (eV/Å) = 7.329
- ⟨S²⟩ = 0.75

Each line ends with the Mulliken charge.
Geometry (Å):
O -1.86278 1.50461 0.28032  0.183
C -0.70623 1.59822 0.31164  0.771
Ga 1.93763 0.96312 -0.44519  1.339
O 0.30467 0.81867 0.27982  -0.134
C 0.18554 -0.95764 -0.12173  -0.413
H -0.34673 -0.83705 -1.07396  0.447
H 0.93355 -1.28368 0.61139  0.449
H -0.44564 -1.80625 0.15770  0.357

---

Number 1: E -16040.051 eV. Number 2: E -58546.066 eV.